{
  "formula": "C3H5ClO",
  "method": "ωB97M-V/def2-TZVPD",
  "species": ["C", "C", "C", "O", "Cl", "H", "H", "H", "H", "H"],
  "positions_angstrom": [[-0.94768, 1.13803, -0.50258], [-0.60561, 0.21112, 0.34946], [0.76877, -0.24868, 0.55438], [0.71939, -2.00908, 0.00067], [2.04068, 0.46195, -0.37430], [-1.97851, 1.51806, -0.60345], [-0.02481, 1.75626, -1.07041], [-1.25948, -0.33611, 0.98389], [1.16907, -0.63049, 1.51029], [0.11818, -1.86105, -0.84794]],
  "forces_ev_per_a": [[1.74, 3.19, -1.91], [1.01, -0.57, 0.80], [1.10, -4.69, -0.96], [-2.02, 3.98, -1.75], [0.05, 0.20, 0.05], [0.72, -0.40, -0.12], [-2.93, -1.83, 1.42], [-0.87, -0.23, 0.25], [-0.69, 0.99, -0.30], [1.88, -0.63, 2.51]],
  "lumo_energy_ev": 0.3,
  "total_charge": 0,
  "homo_energy_ev": -10.2412,
  "e_above_lowest_kcal_mol": 61.2,
  "energy_ev": -17759.1224
}